Entry 1:
# C41H32Cl2OP

2 unconnected molecules or ions with the total composition C41H32Cl2OP (ωB97M-V with the def2-TZVPD basis set, OMol25).

```
77
Properties=species:S:1:pos:R:3:forces:R:3:mulliken_charge:R:1
Cl -7.569714 6.299242 0.628709 0.0 0.1 0.0 -0.14
Cl -0.180334 -0.957217 -7.043610 0.0 0.2 -0.1 -0.18
P 1.336995 -1.049391 0.560855 -1.4 0.4 0.0 2.41
O -2.073727 0.390145 1.999411 0.7 -0.7 0.2 -0.77
C -1.103101 -0.390059 1.914866 -0.7 0.7 -0.7 0.33
C -2.313804 2.712054 -1.750022 0.2 -0.7 -0.1 -0.23
C -0.233907 -0.296452 0.753141 1.0 -0.4 0.9 -0.72
C -3.659936 5.710262 0.090894 -0.1 -0.3 0.1 -0.47
C 4.086163 1.500428 -2.151760 -0.2 -0.2 0.1 -0.44
C 2.439220 -0.251722 -1.883017 0.0 0.0 0.2 -0.33
C -6.076532 5.677254 0.083594 0.7 -0.2 -0.3 0.42
C 2.169714 -4.622085 -1.222401 0.0 0.2 -0.1 -0.85
C 3.662376 -1.763496 4.491219 0.0 0.0 -0.1 -0.56
C 2.443849 -0.072799 -0.493871 0.2 0.4 -0.4 0.52
C -0.103095 -3.099196 -0.645819 0.3 -0.2 0.0 -0.75
C 0.333841 1.282069 -3.789384 0.0 -0.1 0.3 -0.30
C -1.174719 1.922530 -1.928377 -0.2 1.4 -0.3 -0.43
C 3.632344 -2.760861 3.518456 0.0 0.1 0.0 -0.78
C -4.867792 6.257070 0.499436 0.0 -0.2 -0.2 -0.67
C 1.169127 -2.607666 -0.323364 0.2 -0.5 -0.4 0.54
C 0.560766 0.671210 -5.015229 -0.5 -0.1 0.0 -0.86
C 2.251231 -1.361167 2.091276 0.2 -0.2 0.6 0.56
C -0.494150 0.016076 -5.670527 -0.2 0.2 1.1 0.35
C -0.942496 1.276913 -3.188102 -0.4 -0.9 -0.7 0.72
C -4.858340 4.046986 -1.213272 -0.1 0.2 0.5 -0.32
C 3.261354 0.519971 -2.698557 0.1 0.1 0.1 -1.07
C -1.792436 0.062755 -5.127737 0.1 0.1 0.3 -0.84
C -0.866270 -1.409479 3.022677 -0.1 0.0 0.4 0.38
C -0.199988 -3.613349 3.827737 -0.1 0.2 -0.1 -0.50
C 4.107426 1.674002 -0.768140 -0.1 0.0 0.1 -0.74
C -0.235010 -4.360669 -1.230677 0.2 0.1 -0.1 -0.71
C -0.515425 -1.826635 5.401907 0.1 -0.1 -0.3 -0.51
C -3.623915 4.526655 -0.691996 -0.4 0.5 -0.5 0.91
C -6.066587 4.601779 -0.813777 0.5 -0.2 -0.2 -0.82
C 2.306979 -3.344450 -0.679111 -0.2 -0.4 0.0 -0.51
C -0.118682 -3.139872 5.136973 -0.1 0.1 -0.4 -0.50
C 3.300081 0.890490 0.056482 0.0 0.0 -0.1 -0.61
C -2.015046 0.684165 -3.901698 0.4 0.2 -0.3 -0.39
C 2.914442 -2.570165 2.339178 0.1 0.1 0.0 -0.73
C 2.978354 -0.567901 4.271353 0.1 -0.1 -0.1 -0.93
C -0.597416 -2.759633 2.789840 0.3 0.1 0.0 0.20
C 2.287976 -0.364709 3.078979 0.0 -0.1 0.0 -0.29
C -0.904418 -0.978952 4.358222 0.3 0.0 0.2 -0.75
C 0.898727 -5.129806 -1.503000 -0.1 0.1 0.1 -0.54
C -2.397804 3.828669 -0.938621 -0.2 -0.1 0.4 -0.39
H 4.698074 2.126749 -2.800952 -0.1 -0.2 0.2 0.43
H -3.006189 0.699143 -3.446089 0.2 -0.2 -0.3 0.45
H -2.723063 6.182889 0.386743 -0.2 -0.2 0.1 0.38
H 1.782464 -0.994692 -2.326445 0.1 0.0 0.0 0.61
H -1.184472 0.045779 4.595679 0.0 -0.1 -0.2 0.44
H 2.982466 0.206350 5.035894 0.0 -0.1 -0.2 0.40
H -2.612655 -0.422522 -5.648058 0.2 0.0 0.1 0.42
H -1.225890 -4.746518 -1.465434 0.2 0.1 0.0 0.45
H -0.382663 1.885650 -1.166282 -0.2 0.6 -0.5 0.58
H -1.482297 4.216958 -0.490872 -0.2 -0.2 0.2 0.42
H 1.145847 1.789022 -3.270206 -0.1 -0.2 -0.2 0.72
H -0.499065 0.481547 0.041942 0.2 -0.3 0.3 -0.54
H 4.759764 2.426605 -0.331387 -0.1 -0.2 0.0 0.44
H 0.259971 -3.788778 5.929692 -0.2 0.2 -0.2 0.41
H 3.245635 0.372449 -3.773427 0.0 -0.1 0.1 0.48
H 4.170831 -3.695073 3.679055 -0.2 0.2 0.0 0.42
H 0.087653 -4.639456 3.599194 -0.2 0.2 0.0 0.41
H 0.792423 -6.124756 -1.940098 0.0 0.3 0.2 0.42
H 4.213365 -1.919210 5.420026 -0.2 0.0 -0.3 0.42
H 3.057224 -5.220321 -1.422146 -0.2 0.1 -0.1 0.43
H 3.341272 1.015050 1.136012 0.0 0.1 -0.2 0.36
H -0.471767 -1.467557 6.429620 -0.1 0.1 -0.3 0.39
H 3.300337 -2.928710 -0.507374 -0.2 -0.1 0.0 0.63
H -0.982708 -2.493466 -0.432804 0.2 -0.1 0.1 0.52
H -0.649841 -3.133294 1.771937 0.1 -0.1 0.2 0.48
H 1.547284 0.644049 -5.456212 0.0 0.1 0.0 0.44
H 2.867287 -3.382407 1.621945 0.0 0.1 0.2 0.46
H -4.864380 3.211000 -1.910598 -0.2 0.2 0.3 0.35
H -3.182584 2.511719 -2.387558 0.6 0.0 0.1 0.14
H -6.996901 4.195259 -1.189815 0.0 0.1 0.1 0.41
H -4.903236 7.120405 1.148245 0.1 0.0 0.0 0.42
H 1.759495 0.573146 2.926639 0.0 -0.1 0.0 0.48
```
Positions in Å, forces in eV/Å.

The HOMO energy comes out at -9.76 eV. Its total charge is +1. As for the spin multiplicity: 1. The HOMO-LUMO gap is 0.1561 Ha.

***

Entry 2:
# C8H9I2PtS2

A molecular structure, C8H9I2PtS2 (ωB97M-V with the def2-TZVPD basis set, OMol25).

```
22
Properties=species:S:1:pos:R:3:forces:R:3:mulliken_spin:R:1
Pt 1.925724 -0.040523 -0.242983 -1.0 0.0 -0.3 0.45
I 2.197354 -0.005878 2.599434 0.5 0.0 0.1 0.04
I 4.554001 0.131962 -0.526161 0.2 0.1 -0.1 0.06
S 0.171671 1.662337 -0.066634 0.6 -0.3 0.0 0.31
S 0.167513 -1.669238 -0.045525 0.6 0.3 0.0 0.25
C -2.515512 1.375951 -0.074974 0.1 -0.1 0.0 -0.03
C -1.289874 -0.701168 -0.063009 -0.2 0.0 0.0 0.02
C -3.719055 0.695587 -0.071874 0.0 0.1 0.0 0.00
C -1.288018 0.700580 -0.069330 -0.2 0.0 0.0 0.02
C -3.720149 -0.695276 -0.067584 0.0 0.0 0.0 0.00
C 1.698242 -0.018548 -2.269657 0.0 0.0 0.0 0.02
C -2.517035 -1.375977 -0.065825 0.1 0.0 0.0 -0.02
C 4.261277 -0.007567 2.824313 -0.5 0.0 0.5 0.87
H 0.648411 -0.127525 -2.535687 0.0 0.0 0.1 0.00
H -4.654136 -1.245141 -0.070559 0.0 0.0 0.0 0.00
H -2.496589 2.459902 -0.079665 0.0 0.0 0.0 0.00
H 2.275129 -0.827465 -2.717561 0.0 0.0 0.1 0.00
H 4.692847 -0.953056 3.122225 0.0 0.0 -0.2 0.01
H 2.069986 0.939640 -2.631931 0.0 0.0 0.0 0.00
H -2.498438 -2.460001 -0.064452 0.0 0.0 0.0 0.00
H 4.688856 0.914395 3.192942 0.0 0.0 -0.2 0.01
H -4.652198 1.247008 -0.075500 0.0 0.0 0.0 0.00
```
Positions in Å, forces in eV/Å.

The HOMO energy (alpha / beta) comes out at -3.78 / -3.82 eV. Its total charge is -1. As for the spin multiplicity: 3. The HOMO-LUMO gap (alpha / beta) is 0.2309 / 0.2167 Ha.

***

The records above yield max |F| values of 1.47; 1.05 eV/A, respectively.